Entry 1:
C45H109ClN4O14PSSi as an isolated structure. Source: OMol25; level of theory: ωB97M-V with the def2-TZVPD basis set.

Structure (XYZ):
```
176
Properties=species:S:1:pos:R:3:forces:R:3
C 4.58021 -3.41005 -4.82353 -6.8 5.0 5.3
C 3.65639 -2.59331 -4.10399 6.5 -5.0 -4.4
C 2.75962 -1.54856 -3.15455 0.3 -1.2 -2.5
C 2.58933 -2.07768 -1.61794 -1.0 -1.1 -1.4
Cl 2.98537 -3.93239 -1.81035 1.5 1.2 1.0
C 3.61092 -1.50418 -0.50530 3.5 -2.9 -2.0
C 5.02738 -1.17350 -1.33371 2.9 -1.0 0.8
C 6.29812 -1.92705 -1.15889 -2.9 2.5 -1.0
N 3.14972 -0.45484 0.47366 -0.4 1.3 0.5
C 3.42153 -1.03776 1.83483 1.8 -1.8 4.1
C 2.63497 -2.33537 2.39970 -0.3 -1.9 0.7
C 1.58476 -2.03558 3.66684 -0.5 -0.7 -2.1
S 2.01390 -3.08670 5.18786 -0.3 0.0 -0.6
C 3.93678 0.85786 0.46071 2.1 3.9 -0.4
C 5.37345 0.94098 1.21951 0.0 -0.5 1.5
O 6.04628 2.18821 0.82401 0.3 -2.6 0.3
Si 7.76203 1.96184 0.52296 0.5 1.6 -0.6
C 7.92914 1.61341 -1.39605 -0.5 0.1 0.3
C 8.68872 3.65243 0.90057 0.1 -0.5 0.7
C 8.62152 0.63949 1.62732 -0.1 -1.6 0.2
C 1.68201 0.00595 0.23427 -4.1 -0.4 -0.7
C 0.95400 0.61360 1.58784 -0.4 0.8 0.6
C -0.12080 1.82909 1.36735 -1.1 0.1 1.2
C -1.67325 1.30614 1.02777 0.4 1.8 0.6
C -2.38471 0.53580 2.30027 1.0 0.1 -0.6
N -3.87671 0.53134 2.04626 1.1 0.1 -0.2
C 1.58215 1.07668 -1.04734 1.5 0.7 -0.7
C 0.23055 1.14521 -1.90120 -5.3 5.4 -0.4
O -0.53432 2.26979 -1.81100 5.0 -6.5 0.1
N -0.30827 0.11584 -2.90830 0.4 2.2 0.6
C 0.10477 0.65022 -4.29116 1.7 -1.2 -0.4
C -1.81972 0.10397 -2.94116 -1.4 -0.5 -1.0
C 0.68856 -1.27824 -0.14773 -1.2 -0.1 1.1
N 1.12652 -2.09404 -1.31072 0.2 0.6 2.3
P 0.38123 -3.70892 -1.40446 -0.6 -2.5 -2.0
O 0.37769 -4.52012 0.13630 -2.4 2.2 -1.0
O -1.31891 -3.56775 -1.90036 1.7 2.6 1.1
H 5.13056 -4.35297 -5.30610 -1.6 2.7 1.3
H 3.22523 -0.50010 -3.31215 -0.8 -1.8 0.5
H 1.67285 -1.56567 -3.64859 2.5 0.1 1.3
H 3.98222 -2.48683 0.07358 -1.4 2.4 -1.0
H 5.00777 -0.24457 -2.07995 0.1 -2.5 1.4
H 6.58183 -2.62425 -0.26118 -1.1 1.1 -2.0
H 7.13246 -1.75225 -1.99447 -2.0 -0.2 2.2
H 3.39798 -0.24387 2.72757 -0.2 -1.4 -2.5
H 4.54982 -1.44710 1.86803 -2.5 1.4 -0.7
H 3.38972 -3.10056 2.93566 -1.1 2.1 -1.5
H 2.15014 -3.04459 1.57054 0.8 1.8 1.7
H 0.50078 -2.31917 3.25692 2.2 1.0 1.2
H 1.69040 -0.90783 3.96062 -0.5 -2.3 -0.2
H 1.80106 -4.45353 4.89729 0.0 1.7 -0.4
H 3.33647 1.76417 0.96202 0.8 -2.5 -1.1
H 4.19765 1.27306 -0.61515 -0.8 -1.4 2.1
H 5.23162 1.00682 2.40316 0.1 -0.2 -2.5
H 5.98432 -0.03800 1.02683 -1.0 2.0 0.1
H 6.91667 1.97541 -1.89796 2.2 -1.0 0.9
H 8.79833 2.29115 -1.78932 -1.6 -1.6 0.5
H 8.10960 0.46214 -1.50503 -0.3 2.3 -0.4
H 8.84373 3.66570 2.08277 -0.3 0.3 -2.6
H 9.75276 3.53253 0.39343 -2.2 0.6 1.0
H 8.09033 4.58806 0.53214 1.4 -1.7 0.7
H 8.52590 0.84707 2.78114 0.4 -0.3 -2.3
H 9.75115 0.52662 1.28615 -2.3 0.3 0.9
H 8.10791 -0.41573 1.42594 1.2 2.0 0.5
H 0.28157 -0.23961 2.08572 2.0 1.8 -0.9
H 1.72783 1.07618 2.37149 -1.5 -1.4 -1.8
H 0.22408 2.71914 0.70053 -0.6 -1.9 0.9
H -0.24910 2.31142 2.45652 0.4 -1.1 -2.3
H -2.29055 2.31964 0.89087 1.4 -2.2 0.2
H -1.75933 0.74727 0.00615 0.2 0.8 2.0
H -1.96798 -0.55698 2.33678 -1.0 1.8 0.0
H -2.09769 1.03122 3.34656 -0.9 -0.9 -2.4
H -4.28306 1.46629 2.26908 0.5 -1.0 -0.5
H -3.98771 0.34589 1.02421 -0.1 0.4 1.2
H 1.80803 2.19216 -0.67799 -0.8 -2.6 -0.8
H 2.44953 0.88599 -1.84844 -1.9 0.1 1.7
H -0.15234 -0.20212 -5.07451 0.3 2.0 1.6
H -0.37418 1.68598 -4.55039 1.0 -2.0 0.5
H 1.29726 0.68468 -4.25834 -2.6 0.3 -0.4
H -2.25694 1.06648 -3.49558 0.8 -1.9 1.6
H -2.12648 -0.80725 -3.64906 0.8 1.9 1.5
H -2.33897 -0.10941 -1.91186 1.2 0.7 -1.9
H 0.46857 -1.98162 0.79358 1.0 1.6 -1.7
H -0.43472 -0.93319 -0.37293 2.6 0.0 0.4
H -0.58628 -4.55341 0.41206 1.4 -0.1 0.0
H -1.42284 -2.66157 -2.33978 0.0 -1.5 0.8
C 1.45776 4.50542 -5.37486 0.1 0.1 0.2
C 2.37055 3.45108 -5.96608 -0.3 0.4 -0.2
O 1.63100 2.59588 -6.82513 -0.2 -0.2 -0.3
H 0.64289 4.03754 -4.81277 0.2 0.1 0.0
H 2.01178 5.17037 -4.70635 -0.2 0.0 -0.1
H 0.99565 5.10535 -6.16564 0.1 0.0 0.1
H 2.81292 2.83986 -5.17393 -0.1 -0.1 -0.2
H 3.18062 3.91080 -6.54055 0.1 0.0 0.2
H 1.24928 3.14700 -7.52981 0.2 -0.3 0.4
C -6.86862 -1.77693 4.05019 -0.1 0.0 0.2
C -6.51409 -2.50989 2.77291 0.0 0.2 0.2
O -6.41731 -1.58908 1.69633 0.2 0.2 -0.4
H -7.81868 -1.24449 3.93726 0.1 -0.2 0.0
H -6.95155 -2.47343 4.88925 0.0 0.1 0.0
H -6.10899 -1.02553 4.28928 0.0 -0.1 0.0
H -7.28649 -3.24416 2.52588 0.1 0.2 -0.1
H -5.55884 -3.03421 2.87360 0.0 -0.1 0.1
H -5.72299 -0.94635 1.92176 -0.2 -0.2 0.0
C -6.65968 3.32669 0.54526 -0.2 -0.1 0.0
C -5.69661 4.40256 1.00281 -0.3 -0.1 -0.3
O -4.52732 3.80757 1.54597 0.6 -0.3 0.2
H -6.93479 2.67560 1.38147 0.0 0.2 -0.1
H -7.56868 3.76892 0.12795 0.1 -0.1 0.0
H -6.19615 2.68970 -0.21512 -0.1 0.1 -0.1
H -6.15581 5.02289 1.77812 0.3 -0.1 0.0
H -5.40666 5.04987 0.16945 -0.2 0.1 0.0
H -4.12242 3.26562 0.84714 -0.3 0.3 0.3
C -3.57786 3.82962 6.51564 -0.1 0.1 0.2
C -2.66507 2.77528 5.92441 -0.3 0.3 0.0
O -3.40462 1.92008 5.06536 -0.1 -0.2 -0.4
H -4.39273 3.36174 7.07772 0.2 0.0 0.0
H -3.02383 4.49457 7.18414 -0.1 0.0 -0.1
H -4.03997 4.42955 5.72485 0.1 0.0 0.0
H -2.22270 2.16405 6.71656 -0.1 -0.1 -0.2
H -1.85500 3.23500 5.34995 0.2 0.1 0.1
H -3.78633 2.47120 4.36068 0.1 -0.2 0.4
C 1.47175 6.97571 -0.87600 0.2 0.0 0.1
C 0.81516 7.43705 -2.16068 -0.2 -0.1 0.3
O 0.40003 6.31373 -2.92363 -0.2 -0.5 -0.1
H 2.33675 6.34032 -1.09259 0.0 0.1 0.0
H 1.80175 7.82994 -0.27817 0.0 -0.1 0.0
H 0.77696 6.37527 -0.27974 0.0 0.1 0.0
H 1.51949 8.01786 -2.76348 -0.2 -0.2 0.0
H -0.05841 8.06236 -1.95231 0.3 0.1 0.0
H -0.23158 5.80918 -2.38279 0.3 0.3 -0.3
C 5.71652 -6.71652 -2.64991 0.1 0.0 -0.2
C 5.99398 -7.45748 -1.35826 -0.2 0.1 -0.2
O 6.03608 -6.54212 -0.27354 -0.2 0.4 0.4
H 6.48992 -5.96404 -2.83561 0.0 -0.1 0.0
H 5.68538 -7.40761 -3.49692 0.0 0.1 0.0
H 4.76137 -6.18423 -2.59369 0.0 -0.1 -0.1
H 6.95921 -7.96973 -1.41051 -0.1 0.2 0.2
H 5.21790 -8.20283 -1.15897 0.1 -0.1 -0.2
H 5.17154 -6.09859 -0.23046 0.4 -0.3 0.0
C 0.02214 12.36430 -1.09762 0.0 0.1 0.2
C 0.93493 11.30997 -1.68885 -0.2 0.3 -0.2
O 0.19538 10.45476 -2.54789 -0.2 0.0 -0.4
H -0.79273 11.89643 -0.53554 0.2 0.0 0.0
H 0.57617 13.02925 -0.42912 -0.1 0.0 -0.1
H -0.43997 12.96424 -1.88840 0.1 0.0 0.1
H 1.37730 10.69874 -0.89670 -0.1 -0.1 -0.2
H 1.74500 11.76969 -2.26331 0.1 0.1 0.2
H -0.18633 11.00588 -3.25257 0.2 -0.3 0.4
C -1.47910 -7.18619 -3.55004 -0.1 -0.3 0.1
C -1.25228 -6.24739 -4.71691 0.0 0.1 0.3
O -1.96958 -5.03892 -4.51353 0.0 0.4 0.0
H -2.54527 -7.40796 -3.43623 0.1 0.0 -0.1
H -0.93638 -8.12474 -3.69352 0.0 0.0 0.1
H -1.14765 -6.72677 -2.61310 0.1 0.0 -0.1
H -1.60497 -6.70135 -5.64767 0.0 0.2 0.1
H -0.18981 -6.01056 -4.82921 0.1 -0.2 -0.1
H -1.64306 -4.63936 -3.68906 -0.2 -0.3 -0.3
C -8.74793 -6.28314 0.71479 0.1 -0.2 0.1
C -9.83766 -5.33350 1.16761 0.3 -0.1 -0.3
O -9.26697 -4.09724 1.57041 0.1 0.4 0.0
H -8.02938 -6.45741 1.52236 -0.2 0.0 0.0
H -9.17101 -7.24289 0.40512 0.1 0.1 0.0
H -8.18727 -5.85775 -0.12396 -0.1 -0.1 -0.1
H -10.38094 -5.75258 2.01967 0.1 0.2 0.0
H -10.55299 -5.14404 0.36140 -0.1 -0.2 0.0
H -8.79396 -3.72924 0.80435 -0.3 -0.1 0.4
C -6.06256 -6.31055 5.87641 0.2 0.0 0.1
C -6.71915 -5.84922 4.59173 -0.1 -0.2 0.3
O -7.13429 -6.97254 3.82877 -0.2 -0.3 -0.1
H -5.19756 -6.94595 5.65982 -0.1 0.1 0.0
H -5.73257 -5.45632 6.47424 0.0 -0.1 0.0
H -6.75735 -6.91100 6.47267 0.0 0.1 0.0
H -6.01482 -5.26841 3.98893 -0.2 -0.2 -0.1
H -7.59272 -5.22391 4.80010 0.1 0.2 0.0
H -7.76589 -7.47708 4.36962 0.3 0.3 -0.3
```
Forces are in eV/Å.

Multiplicity ... 1
Net charge ... +1
Orbital gap ... 7.95 eV

Mulliken atomic charge list, values in e, 5 entries: atom 1 (C): -0.995, atom 2 (C): -0.454, atom 3 (C): 0.397, atom 4 (C): 0.461, atom 5 (Cl): -0.157

=====

Entry 2:
C4H6O as an isolated structure. Source: OMol25; level of theory: ωB97M-V with the def2-TZVPD basis set.

Structure (XYZ):
```
11
Properties=species:S:1:pos:R:3:forces:R:3
C 2.25721 -0.22319 0.09527 1.1 -1.0 -0.4
C 0.79216 -0.08861 -0.09266 -0.2 2.2 0.8
C -0.31341 0.44091 -0.07235 0.0 -1.8 0.2
C -1.81990 0.49188 0.08408 1.3 2.1 -2.9
H 2.44155 -0.69541 1.40264 -0.2 1.5 -4.5
H 2.54151 -1.09286 -0.85978 0.0 2.7 3.4
H 2.82174 0.94922 -0.14575 -1.6 -4.0 0.9
H -2.26640 1.06939 -0.80516 0.7 -0.4 1.1
H -2.02883 1.06584 0.93754 -0.5 0.5 1.4
H -2.03470 -1.16766 -0.67496 -0.5 -0.3 0.6
O -2.39094 -0.74952 0.13115 0.0 -1.5 -0.5
```
Forces are in eV/Å.

Energy above the lowest of the compared OMol25 structures with the same formula, charge and spin ... 93.8 kcal per mole
Multiplicity ... 1
Orbital gap ... 10.12 eV

natural (NBO) atomic charge list, values in e, 5 entries: atom 1 (C): -0.710, atom 2 (C): -0.049, atom 3 (C): -0.062, atom 4 (C): -0.107, atom 5 (H): 0.256

=====

Q: Which E_tot values were calculated for the entries above? A: -4540.62537; -231.07426, in Eh.
Q: Which HOMO level values were calculated for the entries above? A: -10.68; -9.48, in eV.